Record 1
{
  "formula": "C34H46N2O14Si2",
  "method": "ωB97M-V/def2-TZVPD",
  "symbols": ["C", "C", "O", "O", "C", "C", "C", "C", "Si", "C", "C", "C", "N", "C", "C", "C", "C", "C", "C", "C", "O", "O", "Si", "C", "C", "C", "O", "O", "N", "C", "C", "C", "H", "H", "H", "H", "H", "H", "H", "H", "H", "H", "H", "H", "H", "H", "H", "H", "H", "H", "H", "H", "H", "H", "H", "H", "H", "H", "H", "H", "H", "H", "H", "H", "H", "H", "H", "H", "H", "H", "C", "C", "C", "O", "C", "C", "C", "O", "O", "O", "H", "H", "H", "H", "C", "C", "C", "O", "C", "C", "C", "O", "O", "O", "H", "H", "H", "H"],
  "xyz": [[2.963, 3.365, 5.396], [1.721, 2.574, 5.641], [0.929, 2.821, 6.490], [1.548, 1.500, 4.812], [0.735, 1.856, 3.681], [0.263, 0.597, 2.968], [0.244, 0.837, 1.464], [-0.515, -0.239, 0.668], [-0.184, -0.005, -1.174], [-0.350, -1.615, -2.118], [0.347, -2.800, -1.435], [1.226, -3.634, -2.364], [0.489, -4.662, -3.090], [0.901, -6.025, -2.787], [2.269, -6.297, -3.358], [2.522, -6.118, -4.723], [3.789, -6.341, -5.252], [4.843, -6.747, -4.434], [4.606, -6.945, -3.077], [3.329, -6.728, -2.555], [3.106, -6.928, -1.201], [-1.258, 1.132, -1.749], [-0.794, 2.714, -1.976], [-1.628, 3.294, -3.555], [-0.650, 3.726, -4.646], [-0.186, 5.133, -4.498], [-0.721, 5.970, -3.838], [0.937, 5.410, -5.219], [-1.424, 3.639, -0.674], [-1.254, 4.899, -0.628], [0.087, 5.570, -0.551], [-2.415, 5.842, -0.582], [3.472, 3.540, 6.338], [3.630, 2.827, 4.737], [2.705, 4.332, 4.979], [1.291, 2.474, 2.971], [-0.119, 2.442, 4.017], [-0.756, 0.381, 3.276], [0.924, -0.227, 3.210], [1.256, 0.919, 1.066], [-0.237, 1.796, 1.261], [-1.579, -0.146, 0.871], [-0.176, -1.231, 0.958], [1.223, 0.446, -1.297], [-1.419, -1.808, -2.207], [0.017, -1.438, -3.130], [-0.373, -3.427, -0.916], [1.005, -2.417, -0.651], [2.046, -4.058, -1.789], [1.685, -2.952, -3.082], [-0.503, -4.531, -2.974], [0.942, -6.232, -1.719], [0.187, -6.693, -3.263], [1.717, -5.789, -5.361], [3.967, -6.203, -6.308], [5.828, -6.902, -4.843], [5.411, -7.247, -2.424], [3.628, -7.685, -0.927], [0.679, 2.805, -2.101], [-2.308, 4.107, -3.321], [-2.242, 2.493, -3.958], [-1.163, 3.693, -5.609], [0.215, 3.077, -4.757], [0.776, 6.204, -5.741], [0.890, 4.845, -0.599], [0.132, 6.053, 0.425], [0.184, 6.364, -1.285], [-2.358, 6.446, 0.324], [-3.337, 5.278, -0.547], [-2.367, 6.534, -1.417], [0.229, 2.736, 9.571], [0.213, 3.673, 10.528], [-0.076, 3.348, 11.967], [-0.052, 4.262, 12.771], [-0.370, 1.970, 12.319], [-0.357, 1.030, 11.365], [-0.044, 1.354, 9.928], [-0.039, 0.428, 9.139], [-0.615, -0.250, 11.601], [0.451, 4.960, 10.290], [0.439, 2.964, 8.532], [-0.591, 1.748, 13.353], [-0.533, -0.701, 10.738], [0.379, 5.409, 11.153], [-3.788, -3.326, -7.183], [-3.962, -1.999, -7.128], [-3.700, -1.212, -5.871], [-3.865, -0.008, -5.917], [-3.271, -1.929, -4.683], [-3.100, -3.256, -4.740], [-3.337, -4.040, -6.002], [-3.140, -5.239, -5.964], [-2.707, -3.988, -3.703], [-4.371, -1.275, -8.162], [-3.971, -3.900, -8.081], [-3.099, -1.356, -3.783], [-2.665, -4.908, -4.032], [-4.407, -0.352, -7.847]],
  "mulliken_charge": [-1.077, 0.747, -0.575, -0.327, -0.616, -0.683, -0.374, -0.906, 0.022, -0.100, -0.858, -0.990, 0.076, -1.050, 0.290, -0.398, -0.643, -0.447, -0.629, 0.716, -0.554, -0.045, 0.262, -0.587, -0.735, 0.593, -0.510, -0.478, -0.240, 0.699, -1.377, -1.370, 0.352, 0.355, 0.279, 0.333, 0.355, 0.274, 0.348, 0.348, 0.121, 0.452, 0.530, -0.174, -0.060, 0.600, 0.432, 0.340, 0.383, 0.274, 0.000, 0.399, 0.488, 0.416, 0.375, 0.385, 0.367, 0.313, -0.180, 0.388, 0.381, 0.390, 0.308, 0.362, 0.312, 0.442, 0.319, 0.452, 0.326, 0.304, -0.988, 0.303, 0.913, -0.637, -1.037, 0.353, 0.991, -0.640, -0.574, -0.579, 0.823, 0.412, 0.375, 0.365, -1.041, 0.333, 0.970, -0.654, -1.039, 0.438, 1.049, -0.632, -0.546, -0.570, 0.428, 0.551, 0.343, 0.364],
  "homo_ev": -8.5,
  "charge": 0,
  "e_lumo_ev": -1.56,
  "e_above_lowest_kcal_mol": 0.0,
  "gap_ev": 6.906
}

Record 2
{
  "formula": "C34H46N5",
  "method": "ωB97M-V/def2-TZVPD",
  "symbols": ["C", "C", "C", "N", "N", "N", "C", "C", "C", "C", "C", "C", "C", "C", "C", "C", "H", "H", "H", "H", "H", "H", "H", "H", "H", "H", "H", "H", "H", "H", "H", "H", "H", "H", "H", "H", "H", "H", "H", "H", "H", "C", "C", "N", "C", "C", "C", "C", "C", "C", "C", "C", "C", "C", "C", "C", "N", "C", "C", "C", "C", "C", "C", "C", "H", "H", "H", "H", "H", "H", "H", "H", "H", "H", "H", "H", "H", "H", "H", "H", "H", "H", "H", "H", "H"],
  "xyz": [[3.537, -0.135, 3.055], [2.912, -0.628, 1.777], [3.410, 0.098, 0.543], [1.428, -0.371, 1.748], [0.983, 0.741, 1.178], [-0.370, 0.658, 1.253], [-1.109, 1.947, 1.060], [-0.558, 2.579, -0.202], [-0.880, 2.852, 2.236], [-0.787, -0.493, 1.868], [-2.217, -1.023, 1.585], [-2.288, -2.542, 1.795], [-2.661, -0.723, 0.141], [-3.163, -0.320, 2.549], [0.401, -1.062, 2.338], [0.700, -2.153, 3.290], [4.630, -0.129, 2.960], [3.209, 0.893, 3.249], [3.249, -0.797, 3.879], [3.060, -1.703, 1.699], [4.407, -0.264, 0.249], [2.736, -0.005, -0.319], [3.483, 1.172, 0.769], [-2.163, 1.702, 0.961], [-0.862, 3.629, -0.283], [0.534, 2.528, -0.163], [-0.899, 2.076, -1.112], [-1.417, 3.797, 2.096], [-1.260, 2.411, 3.159], [0.189, 3.064, 2.328], [-2.238, -2.830, 2.855], [-3.248, -2.923, 1.402], [-1.478, -3.056, 1.256], [-2.716, 0.351, -0.069], [-1.988, -1.193, -0.583], [-3.665, -1.141, -0.007], [-3.138, 0.762, 2.391], [-4.201, -0.659, 2.437], [-2.836, -0.521, 3.574], [-0.078, -2.894, 3.221], [1.671, -2.661, 3.023], [3.676, -6.603, 6.360], [3.177, -6.155, 5.038], [3.717, -6.672, 3.905], [4.842, -7.591, 3.868], [2.996, -6.293, 2.770], [1.894, -5.529, 3.227], [0.829, -5.294, 2.362], [0.994, -5.648, 1.008], [2.095, -6.409, 0.562], [3.112, -6.771, 1.462], [2.048, -5.345, 4.674], [1.294, -4.584, 5.576], [-0.017, -4.024, 5.653], [-1.139, -4.484, 6.417], [-1.256, -5.664, 7.292], [-2.077, -3.504, 6.428], [-3.238, -3.495, 7.287], [-1.609, -2.363, 5.766], [-0.279, -2.635, 5.454], [0.612, -1.615, 4.969], [0.113, -0.273, 5.311], [-1.215, -0.032, 5.591], [-2.144, -1.084, 5.738], [3.149, -6.040, 7.138], [3.509, -7.691, 6.520], [4.765, -6.425, 6.445], [5.234, -7.633, 2.846], [5.624, -7.232, 4.545], [4.573, -8.610, 4.195], [-0.127, -4.904, 2.749], [0.230, -5.333, 0.286], [2.122, -6.725, -0.494], [3.958, -7.381, 1.133], [1.785, -4.574, 6.557], [-0.363, -6.294, 7.177], [-1.355, -5.367, 8.359], [-2.155, -6.258, 7.039], [-3.760, -2.551, 7.117], [-3.900, -4.337, 7.066], [-2.950, -3.569, 8.347], [1.697, -1.780, 5.151], [0.810, 0.566, 5.293], [-1.581, 0.999, 5.689], [-3.192, -0.878, 5.941]],
  "mulliken_charge": [-1.004, 0.264, -1.498, 1.115, -1.351, 1.429, 0.418, -1.433, -1.395, -0.617, 2.186, -1.719, -1.748, -1.086, -0.610, 2.113, 0.452, 0.271, 0.136, 0.218, 0.411, 0.426, 0.355, 0.108, 0.445, 0.334, 0.327, 0.455, 0.239, 0.352, 0.066, 0.589, 0.327, 0.287, 0.347, 0.479, 0.161, 0.498, -0.077, -1.341, -0.267, -1.653, -0.342, 0.221, -1.002, -0.465, 1.337, 0.182, -0.674, -0.858, -0.741, 2.056, -1.049, 1.168, -0.092, -1.700, 0.197, -1.050, 0.850, -0.123, 0.660, -1.990, -0.238, -1.753, 0.338, 0.366, 0.414, 0.345, 0.370, 0.339, 0.173, 0.433, 0.395, 0.263, 0.194, 0.341, 0.352, 0.340, 0.360, 0.317, 0.325, 0.731, 0.348, 0.404, 0.249],
  "homo_ev": -6.9,
  "charge": 1,
  "e_lumo_ev": -4.20,
  "e_above_lowest_kcal_mol": 98.8,
  "gap_ev": 2.751
}

Record 3
{
  "formula": "C34H47HfN3O5S2Si",
  "method": "ωB97M-V/def2-TZVPD",
  "symbols": ["Hf", "C", "C", "O", "C", "C", "C", "N", "N", "C", "O", "C", "C", "C", "C", "C", "C", "H", "H", "H", "H", "H", "H", "H", "H", "H", "H", "H", "H", "C", "C", "C", "C", "C", "C", "C", "C", "C", "S", "C", "N", "H", "H", "H", "H", "H", "H", "H", "H", "C", "C", "C", "C", "O", "Si", "S", "O", "C", "C", "C", "C", "O", "C", "C", "C", "C", "H", "H", "H", "H", "H", "H", "H", "H", "H", "H", "H", "H", "H", "H", "H", "H", "H", "H", "H", "H", "H", "H", "H", "H", "H", "H", "H"],
  "xyz": [[0.743, -1.207, -1.765], [-1.997, -3.712, -3.980], [-1.020, -3.365, -2.891], [-0.389, -2.234, -3.036], [-0.839, -4.219, -1.837], [0.122, -4.035, -0.798], [0.037, -4.858, 0.444], [1.052, -3.124, -0.927], [1.961, -2.991, 0.122], [2.481, -1.811, 0.257], [2.153, -0.757, -0.453], [3.491, -1.684, 1.336], [4.421, -0.652, 1.294], [5.372, -0.532, 2.297], [5.385, -1.430, 3.353], [4.452, -2.459, 3.402], [3.512, -2.590, 2.397], [-1.460, -4.233, -4.776], [-2.421, -2.805, -4.408], [-2.793, -4.355, -3.611], [-1.483, -5.084, -1.773], [-0.704, -5.646, 0.339], [-0.249, -4.196, 1.265], [1.013, -5.278, 0.687], [4.392, 0.043, 0.465], [6.105, 0.263, 2.258], [6.114, -1.322, 4.146], [4.457, -3.156, 4.231], [2.774, -3.378, 2.421], [-1.847, 0.713, -2.751], [-0.695, 1.006, -3.648], [-0.893, 1.917, -4.702], [0.106, 2.165, -5.590], [1.319, 1.460, -5.487], [2.341, 1.623, -6.441], [3.480, 0.872, -6.344], [3.610, -0.075, -5.327], [2.625, -0.281, -4.375], [2.800, -1.587, -3.249], [1.459, 0.537, -4.415], [0.471, 0.379, -3.465], [-2.756, 1.176, -3.135], [-1.667, 1.105, -1.753], [-2.010, -0.361, -2.677], [-1.855, 2.402, -4.800], [-0.030, 2.865, -6.405], [2.190, 2.322, -7.253], [4.271, 0.988, -7.074], [4.486, -0.708, -5.285], [-4.405, 0.840, 3.385], [-3.561, 0.080, 2.365], [-3.198, -1.298, 2.916], [-4.329, -0.055, 1.051], [-2.375, 0.857, 2.177], [-1.019, 0.806, 1.273], [-0.916, -0.975, 0.134], [0.247, 1.160, 2.218], [0.651, 0.858, 3.553], [-0.298, 1.525, 4.547], [2.058, 1.433, 3.699], [0.663, -0.649, 3.763], [-0.993, 1.996, 0.145], [-1.249, 3.403, 0.238], [-0.881, 3.961, 1.612], [-0.398, 4.070, -0.840], [-2.738, 3.628, -0.026], [-5.386, 0.373, 3.481], [-4.538, 1.873, 3.064], [-3.922, 0.835, 4.363], [-4.105, -1.865, 3.130], [-2.626, -1.189, 3.839], [-2.595, -1.847, 2.192], [-5.227, -0.655, 1.204], [-3.699, -0.549, 0.311], [-4.619, 0.927, 0.673], [-0.289, 2.607, 4.407], [0.012, 1.299, 5.568], [-1.315, 1.165, 4.390], [2.040, 2.502, 3.485], [2.732, 0.945, 2.995], [2.428, 1.282, 4.714], [-0.348, -1.052, 3.659], [1.049, -0.899, 4.752], [1.293, -1.119, 3.015], [0.161, 3.739, 1.837], [-1.509, 3.508, 2.381], [-1.028, 5.041, 1.623], [0.649, 3.800, -0.697], [-0.493, 5.155, -0.780], [-0.709, 3.743, -1.833], [-3.321, 3.065, 0.704], [-3.003, 3.280, -1.026], [-2.982, 4.687, 0.061]],
  "mulliken_charge": [0.211, -1.621, 1.078, -0.160, -1.088, 1.419, -1.308, 0.319, -0.706, 0.424, -0.800, 0.448, -0.306, -0.636, -0.439, -0.705, -0.341, 0.321, 0.326, 0.417, 0.333, 0.427, 0.195, 0.329, 0.429, 0.400, 0.405, 0.399, 0.462, -0.786, 1.222, -0.882, -0.934, 1.007, -0.877, -0.632, -0.644, 0.653, -0.574, -0.327, 0.006, 0.529, -0.476, 0.116, 0.485, 0.416, 0.381, 0.383, 0.457, -1.762, 1.802, -1.474, -1.411, 0.589, -0.275, -0.177, -0.008, 1.727, -1.531, -1.532, -1.040, 0.071, 1.608, -1.435, -1.671, -1.380, 0.427, 0.326, 0.364, 0.542, 0.245, 0.196, 0.559, 0.167, 0.284, 0.300, 0.487, 0.073, 0.346, 0.186, 0.371, -0.018, 0.547, -0.016, 0.210, 0.141, 0.598, 0.363, 0.406, 0.250, 0.071, 0.250, 0.474],
  "homo_ev": -7.4,
  "charge": 0,
  "e_lumo_ev": -0.39,
  "e_above_lowest_kcal_mol": 31.2,
  "gap_ev": 7.001
}

Record 4
{
  "formula": "C34H48BrClIN4O3RhSi2",
  "method": "ωB97M-V/def2-TZVPD",
  "symbols": ["Rh", "C", "Si", "C", "C", "C", "C", "C", "C", "C", "C", "N", "Si", "C", "C", "C", "H", "H", "H", "H", "H", "H", "H", "H", "H", "H", "H", "H", "H", "H", "H", "H", "H", "H", "H", "H", "H", "H", "Br", "C", "C", "C", "C", "C", "C", "I", "H", "H", "H", "H", "O", "O", "C", "C", "C", "C", "C", "O", "C", "C", "C", "C", "C", "C", "Cl", "C", "C", "C", "N", "C", "N", "C", "N", "H", "H", "H", "H", "H", "H", "H", "H", "H", "H", "H", "H", "H", "H", "H", "H", "H", "H", "H", "H", "H", "H"],
  "xyz": [[0.708, 0.710, -2.638], [4.680, 1.349, -5.265], [3.098, 0.549, -4.655], [1.664, 1.271, -5.642], [3.192, -1.307, -4.907], [2.785, 0.948, -2.824], [2.623, 2.423, -2.637], [3.525, 3.483, -2.611], [3.023, 4.758, -2.424], [1.652, 4.960, -2.263], [0.811, 3.867, -2.289], [1.310, 2.643, -2.468], [3.861, 0.164, -1.483], [3.507, -1.690, -1.360], [3.514, 1.036, 0.158], [5.685, 0.373, -1.867], [4.789, 1.179, -6.334], [5.568, 0.947, -4.778], [4.672, 2.428, -5.116], [1.744, 0.978, -6.687], [1.665, 2.361, -5.605], [0.673, 0.933, -5.307], [3.269, -1.523, -5.972], [2.317, -1.840, -4.531], [4.073, -1.733, -4.428], [4.583, 3.306, -2.742], [3.694, 5.605, -2.407], [1.245, 5.951, -2.126], [-0.261, 3.952, -2.171], [2.580, -1.979, -1.848], [3.467, -2.015, -0.321], [4.303, -2.261, -1.835], [2.594, 1.623, 0.136], [4.326, 1.722, 0.396], [3.439, 0.331, 0.984], [6.012, -0.249, -2.699], [6.263, 0.073, -0.992], [5.957, 1.404, -2.091], [-4.329, 2.576, -0.824], [-4.327, 0.759, -1.331], [-5.282, -0.081, -0.768], [-5.326, -1.418, -1.121], [-4.421, -1.929, -2.042], [-3.472, -1.095, -2.613], [-3.426, 0.248, -2.256], [-2.009, 1.464, -3.180], [-5.999, 0.325, -0.068], [-6.083, -2.057, -0.689], [-4.464, -2.968, -2.333], [-2.783, -1.480, -3.350], [0.447, -1.320, -2.870], [-0.298, -2.182, -2.491], [-4.156, -0.223, 3.915], [-3.046, 0.192, 2.943], [-3.624, 1.248, 1.998], [-2.676, -1.045, 2.106], [-1.852, 0.799, 3.748], [-2.299, 2.000, 4.377], [-1.302, -0.059, 4.925], [-0.270, -1.177, 4.707], [-0.746, -2.565, 4.469], [-1.789, -3.134, 5.245], [-2.169, -4.434, 5.068], [-1.505, -5.223, 4.096], [-1.965, -6.821, 3.872], [-0.453, -4.680, 3.322], [-0.087, -3.378, 3.513], [-0.711, 1.414, 2.898], [-0.276, 0.745, 1.686], [-0.361, 1.225, 0.448], [0.188, 0.375, -0.407], [0.617, -0.631, 0.391], [0.366, -0.439, 1.659], [-5.046, -0.483, 3.343], [-4.450, 0.573, 4.598], [-3.893, -1.102, 4.503], [-4.512, 0.848, 1.509], [-2.930, 1.513, 1.202], [-3.907, 2.155, 2.525], [-3.564, -1.657, 1.949], [-1.925, -1.676, 2.574], [-2.294, -0.778, 1.120], [-2.921, 1.789, 5.083], [-2.147, -0.430, 5.504], [-0.814, 0.677, 5.569], [0.289, -1.261, 5.652], [0.461, -0.909, 3.949], [-2.269, -2.529, 6.000], [-2.952, -4.890, 5.654], [0.036, -5.317, 2.599], [0.706, -2.927, 2.936], [0.162, 1.585, 3.530], [-1.063, 2.392, 2.569], [-0.826, 2.164, 0.206], [1.137, -1.498, 0.026]],
  "lowdin_spin": [1.508, 0.010, 0.031, 0.031, 0.001, 0.149, 0.020, 0.006, 0.002, 0.001, 0.005, 0.013, 0.033, 0.001, 0.001, 0.018, 0.001, 0.000, 0.000, 0.005, 0.000, 0.008, 0.000, 0.000, 0.000, 0.000, 0.000, 0.000, 0.001, 0.000, 0.000, 0.000, 0.000, 0.000, 0.000, 0.000, 0.003, 0.000, 0.002, 0.003, 0.001, 0.001, 0.000, 0.003, 0.011, 0.044, 0.000, 0.000, 0.000, 0.000, 0.873, 1.058, 0.000, 0.000, 0.000, 0.000, 0.000, 0.000, 0.000, 0.000, 0.000, 0.000, 0.000, 0.000, 0.000, 0.000, 0.000, 0.001, 0.007, 0.010, 0.120, 0.009, 0.007, 0.000, 0.000, 0.000, 0.000, 0.000, 0.000, 0.000, 0.000, 0.000, 0.000, 0.000, 0.000, 0.000, 0.000, 0.000, 0.000, 0.000, 0.000, 0.000, 0.000, 0.000, 0.000],
  "homo_ev": [-11.9, -11.9],
  "charge": 2,
  "spin_multiplicity": 5,
  "s2": 6.0182,
  "e_lumo_ev": [-7.12, -9.03],
  "gap_ev": [4.797, 2.888]
}